A 7-piece molecular cluster, C24H50IN7O10S overall in a non-equilibrium geometry. Source: OMol25; level of theory: the ωB97M-V functional and the def2-TZVPD basis.

The geometry in XYZ format:
```
93
Properties=species:S:1:pos:R:3:forces:R:3
N 2.872134 -3.071222 5.845056 0.53 -0.24 -0.93
C 2.619373 -3.114837 4.714756 -0.73 0.27 1.49
O 2.027324 -3.117285 3.564603 -0.04 -0.03 -0.41
C 1.636650 -1.827324 3.119526 0.76 0.68 -0.64
O 2.431359 -1.048237 2.717499 -0.29 -0.45 0.40
O 0.311644 -1.714001 3.103581 0.19 -0.59 0.04
C -0.244868 -0.822520 4.028037 -0.53 0.72 0.25
O 0.430339 -0.969831 5.214030 0.19 -0.33 -0.08
I 0.037011 1.257709 3.368540 0.00 0.06 -0.22
C -1.737120 -1.085792 4.101692 0.26 -0.51 -0.26
C -2.161768 -2.318000 4.904304 -0.09 -0.24 -0.35
C -2.531972 -3.536274 4.067549 0.48 -0.26 0.61
S -1.145790 -4.646801 3.651136 0.03 -0.08 -0.54
H -0.164352 -0.707262 5.919823 0.03 0.09 0.35
H -2.065650 -1.229436 3.083274 -0.21 0.21 -0.37
H -2.226644 -0.197783 4.459571 -0.15 0.34 0.24
H -1.424284 -2.636898 5.629656 0.27 0.13 0.31
H -3.056048 -2.065180 5.451960 -0.29 0.24 0.22
H -3.036453 -3.238137 3.165393 -0.07 0.04 -0.41
H -3.213023 -4.137415 4.646360 -0.40 -0.17 0.14
H -0.298494 -4.302749 4.623662 -0.07 0.09 0.17
C 3.855097 -0.800114 -0.064311 -0.02 0.35 -0.20
N 4.192387 -0.086041 -1.283020 0.03 -0.18 0.00
C 4.849805 -0.551131 -2.378470 -0.04 0.04 -0.01
C 5.296770 -1.993635 -2.360909 0.03 0.08 -0.05
O 5.056118 0.185017 -3.330870 0.05 -0.03 -0.07
H 2.773828 -0.798819 0.077508 0.00 -0.08 0.09
H 4.314013 -0.305300 0.792468 -0.03 -0.09 0.09
H 4.206269 -1.825530 -0.109050 0.04 -0.04 -0.03
H 3.918305 0.880876 -1.358769 -0.02 0.03 0.02
H 5.798015 -2.207306 -3.299036 0.00 0.06 -0.05
H 5.989344 -2.180010 -1.540010 -0.07 -0.11 0.06
H 4.441263 -2.661686 -2.258780 0.04 -0.05 0.10
C -6.823789 -1.904179 0.151303 0.16 0.34 0.09
N -5.912514 -1.511751 1.219242 -0.06 -0.16 0.02
C -5.725777 -2.091052 2.422928 0.03 0.07 0.02
C -6.549726 -3.316634 2.742358 0.05 0.01 0.06
O -4.915183 -1.635579 3.223763 0.04 -0.04 0.04
H -6.251788 -2.124083 -0.751186 -0.08 -0.08 -0.04
H -7.508526 -1.082192 -0.069933 0.07 -0.24 -0.04
H -7.388923 -2.786219 0.434045 0.03 -0.03 0.03
H -5.332851 -0.701336 1.068438 -0.02 0.06 -0.04
H -6.285041 -3.659991 3.737259 0.04 0.04 0.03
H -7.613854 -3.081504 2.722887 -0.02 -0.06 -0.07
H -6.346211 -4.114704 2.028044 -0.09 -0.01 -0.03
C 2.615910 2.307648 -4.498350 0.00 0.21 0.12
N 1.710943 2.980776 -3.583087 -0.12 -0.12 0.01
C 0.604419 2.492964 -2.978732 0.00 0.08 0.04
C 0.233379 1.055780 -3.272511 -0.05 0.00 0.06
O -0.064470 3.185895 -2.223198 -0.03 -0.06 0.00
H 3.618127 2.306831 -4.079682 0.09 -0.14 -0.12
H 2.638075 2.847156 -5.444006 0.05 -0.09 -0.08
H 2.309485 1.282932 -4.680186 -0.06 -0.02 0.08
H 1.918804 3.939991 -3.352124 0.11 0.03 -0.05
H -0.667106 0.813700 -2.717208 -0.02 0.06 0.04
H 0.040424 0.916734 -4.336448 0.07 -0.07 -0.01
H 1.032403 0.380321 -2.963829 0.02 -0.03 -0.10
C 6.323539 7.104126 -6.277250 0.08 -0.12 0.33
N 5.680091 6.241215 -5.303971 -0.04 0.06 -0.15
C 4.504227 5.572512 -5.417766 0.00 -0.02 0.04
C 3.739999 5.723777 -6.712425 -0.02 -0.02 0.04
O 4.094773 4.878043 -4.502183 -0.08 0.10 0.04
H 7.307726 6.709653 -6.534621 0.00 0.04 -0.10
H 6.450683 8.105663 -5.863318 -0.01 0.04 -0.09
H 5.729781 7.174239 -7.181212 -0.03 -0.01 -0.02
H 6.138717 6.096085 -4.419124 0.03 -0.01 0.03
H 2.831669 5.134040 -6.647331 -0.01 -0.03 0.06
H 3.469356 6.766348 -6.881121 0.04 0.01 -0.08
H 4.332577 5.365195 -7.554469 0.00 0.07 -0.04
C 7.654805 -2.569991 3.612859 0.21 -0.12 -0.25
N 7.462753 -3.194213 2.315789 -0.10 0.05 0.10
C 6.294548 -3.515257 1.702482 0.00 -0.02 -0.03
C 5.016771 -3.189430 2.436145 0.03 -0.04 -0.04
O 6.290479 -4.039085 0.599947 -0.04 0.05 -0.07
H 8.197220 -1.630132 3.499084 -0.05 0.04 0.08
H 8.235209 -3.227144 4.262158 -0.05 0.04 0.08
H 6.701648 -2.366344 4.087484 -0.03 0.00 0.00
H 8.278305 -3.433135 1.775487 0.04 -0.01 -0.01
H 4.178008 -3.502602 1.823517 0.03 -0.04 -0.07
H 4.972653 -3.717963 3.389846 0.02 0.08 0.05
H 4.939845 -2.116897 2.613338 -0.04 0.00 0.12
C -11.604196 1.611340 0.020780 0.07 -0.35 -0.02
N -10.430909 0.855469 -0.380091 -0.03 0.15 0.02
C -9.232823 1.326762 -0.807732 0.09 -0.01 -0.04
C -9.061943 2.823813 -0.892095 0.05 -0.02 -0.01
O -8.333073 0.556057 -1.110740 -0.11 0.14 -0.02
H -11.865397 1.376371 1.053501 -0.04 0.09 0.02
H -12.450700 1.353317 -0.617029 -0.04 0.09 0.01
H -11.420540 2.676316 -0.058164 0.03 0.03 -0.01
H -10.480557 -0.149863 -0.349886 -0.03 -0.04 -0.01
H -8.059266 3.035275 -1.247281 0.04 -0.06 -0.01
H -9.780534 3.255039 -1.589366 -0.04 0.06 0.06
H -9.192236 3.282846 0.088212 -0.07 0.05 -0.03
```
Forces are in eV/Å.

Calculated values
Structure (SMILES): N#COC(=O)O[C@@](O)(I)CCCS.CNC(C)=O.CNC(C)=O.CNC(C)=O.CNC(C)=O.CNC(C)=O.CNC(C)=O
Frontier orbital gap in eV: 9.050
M in g/mol: 755.7
Lowest unoccupied orbital energy in eV: 0.5
Charge: 0
Highest occupied orbital energy in eV: -8.568